Here is a molecular structure, C11H10Cl2N2O4Pd from the OMol25 dataset. Energies are from ωB97M-V/def2-TZVPD.

The geometry in XYZ format:
```
30
Properties=species:S:1:pos:R:3:forces:R:3:nbo_charge:R:1
Pd 0.5748 0.1735 -0.1619 -0.005 -0.493 0.181 0.8026
C 4.3754 1.8962 0.6637 -0.004 0.001 0.014 -0.6903
C 2.9961 1.5262 0.2524 -0.053 0.036 -0.019 0.2864
N 2.5420 0.3188 0.2985 -0.003 0.182 -0.101 -0.1899
O 3.3942 -0.6224 0.8153 -0.026 -0.002 0.015 -0.5038
C 2.0301 2.5167 -0.2441 -0.012 -0.043 0.020 0.1099
C 2.3093 3.9576 -0.5032 0.006 -0.008 -0.006 -0.6670
N 0.8510 2.0080 -0.4591 -0.024 0.009 -0.019 0.1074
O -0.2199 2.4674 -0.8543 0.045 0.097 0.011 -0.3830
H 4.6937 1.2999 1.5154 0.003 0.007 0.001 0.2715
H 4.4308 2.9529 0.9108 0.013 -0.004 0.005 0.2533
H 5.0687 1.6959 -0.1572 -0.010 -0.006 -0.007 0.2740
H 3.0524 -1.4777 0.5237 0.017 -0.003 -0.010 0.4925
H 3.3349 4.0907 -0.8419 -0.005 0.014 -0.013 0.2497
H 2.1631 4.5533 0.4001 0.006 -0.006 0.005 0.2578
H 1.6323 4.3301 -1.2691 -0.001 0.007 0.008 0.2644
Cl -5.5415 -4.4442 -0.0638 -0.004 0.005 -0.001 0.3305
C -4.4993 -3.1587 -0.0879 0.008 -0.009 -0.001 0.1379
C -4.9942 -1.8611 -0.2039 0.000 0.004 0.000 -0.3102
C -4.1010 -0.8199 -0.2196 0.015 0.002 0.010 0.0579
Cl -4.5695 0.7550 -0.3552 -0.005 -0.001 -0.002 0.3384
C -2.5974 -1.0736 -0.1090 -0.004 0.030 -0.002 0.5015
O -1.8449 -0.1371 -0.1096 0.022 0.137 -0.078 -0.4073
C -2.1542 -2.4867 0.0028 -0.021 -0.034 -0.003 -0.1559
C -0.7083 -2.8409 0.1107 0.037 -0.003 0.014 0.4569
O 0.2002 -2.0458 0.0808 -0.007 0.058 -0.020 -0.5184
C -3.0684 -3.4641 0.0167 -0.003 0.014 0.000 -0.1214
H -6.0597 -1.6873 -0.2799 0.001 0.001 -0.001 0.2971
H -0.5016 -3.9146 0.2241 0.010 0.006 0.000 0.1811
H -2.7891 -4.5082 0.1047 0.006 0.002 0.000 0.2764
```
Forces are in eV/Å.

Summary:
Electronic energy ... -1883.1078 Ha
Charge ... +2
ΔE to the lowest compared entry with this formula, charge and spin ... 6.1 kJ/mol
HOMO ... -14.539 eV
Orbital gap ... 3.5730 eV